1.
22
Properties=species:S:1:pos:R:3:lowdin_charge:R:1 method="wB97M-V/def2-TZVPD" homo_lumo_gap_ev=9.78 homo_ha=-0.319 relative_energy_kcal_mol=40.1 energy_ha=-346.463258
C -0.657 0.187 -2.033 -0.0690
C -0.768 -0.075 -0.528 -0.3650
C 0.230 -1.136 -0.086 -0.2099
C 0.016 -1.761 1.246 -0.1759
C -0.590 -2.901 1.535 0.0128
N -0.579 1.329 0.030 -0.0224
C 0.736 1.566 0.646 -0.3171
N 1.434 2.680 0.052 0.0043
H 0.288 0.655 -2.268 0.0726
H -0.761 -0.726 -2.593 0.0648
H -1.397 0.956 -2.268 0.0782
H -1.756 -0.362 -0.203 0.1317
H 0.137 -1.887 -0.886 0.1193
H 1.235 -0.764 -0.186 0.0923
H 0.283 -1.086 2.048 0.0971
H -0.814 -3.600 0.760 0.0502
H -0.765 -3.246 2.527 0.0439
H -1.308 1.570 0.690 0.0948
H 0.634 1.776 1.691 0.0996
H 1.410 0.715 0.573 0.0903
H 2.080 2.582 -0.704 0.0516
H 0.912 3.528 -0.042 0.0558


2.
18
Properties=species:S:1:pos:R:3:lowdin_charge:R:1 method="wB97M-V/def2-TZVPD" homo_lumo_gap_ev=10.54 homo_ha=-0.354 relative_energy_kcal_mol=1.8 energy_ha=-327.128432
C -1.050 2.595 0.585 -0.0727
N -0.779 1.369 -0.134 0.0084
C 0.212 0.510 0.243 -0.4894
O 0.983 0.751 1.160 0.0515
C 0.247 -0.814 -0.516 -0.3587
C 1.688 -1.242 -0.783 -0.0706
C -0.482 -1.862 0.335 -0.0651
H -2.064 2.594 1.000 0.0821
H -0.930 3.474 -0.057 0.0814
H -0.331 2.651 1.404 0.0815
H -1.384 1.108 -0.897 0.1308
H -0.285 -0.700 -1.471 0.1295
H 2.247 -1.242 0.157 0.0826
H 2.192 -0.562 -1.477 0.0829
H 1.711 -2.251 -1.209 0.0786
H -0.476 -2.834 -0.170 0.0785
H 0.025 -1.969 1.301 0.0892
H -1.523 -1.578 0.527 0.0795


3.
61
Properties=species:S:1:pos:R:3:lowdin_charge:R:1 method="wB97M-V/def2-TZVPD" homo_lumo_gap_ev=7.43 homo_ha=-0.272 relative_energy_kcal_mol=2.5 energy_ha=-4161.808148
C 0.826 -2.996 0.579 -0.0136
H -0.108 -3.063 0.022 0.0675
H 1.034 -3.951 1.060 0.0985
H 0.764 -2.199 1.322 0.0810
O 1.885 -2.736 -0.337 -0.0130
C 2.528 -1.578 -0.270 -0.4836
O 2.292 -0.705 0.530 0.1046
C 3.617 -1.499 -1.321 -0.0607
H 4.072 -0.509 -1.270 0.1284
H 4.369 -2.257 -1.094 0.1312
C 3.050 -1.747 -2.723 -0.0556
C 2.056 -0.651 -3.053 -0.4658
O 2.317 0.526 -3.036 0.1434
O 0.861 -1.152 -3.313 0.0965
C -0.198 -0.244 -3.712 -0.3019
C -0.230 -0.117 -5.225 0.0252
H -1.014 0.581 -5.504 0.1023
H -0.438 -1.087 -5.669 0.0936
H 0.725 0.262 -5.583 0.0977
C -0.038 1.101 -3.019 -0.3086
O -0.061 2.162 -3.594 0.1430
C -0.040 0.968 -1.545 -0.0633
C 0.654 1.839 -0.767 0.0416
N 0.660 1.774 0.580 0.0028
C -0.130 0.843 1.198 -0.1578
C -0.892 -0.021 0.473 0.0162
C -0.854 -0.053 -0.949 -0.1842
C -1.555 -0.934 -1.744 -0.5410
C -1.459 -0.992 -3.161 -0.4067
O -2.177 -1.623 -3.907 0.0634
Br -2.822 -2.139 -0.973 0.7913
H -1.512 -0.732 0.997 0.0915
C -0.150 0.767 2.673 -0.1938
C 0.959 0.314 3.376 -0.0255
C 0.931 0.209 4.755 -0.0008
C -0.219 0.560 5.457 -0.2716
C -1.341 0.998 4.748 0.0119
C -1.309 1.091 3.375 -0.0188
H -2.183 1.425 2.836 0.1270
H -2.229 1.254 5.304 0.1210
O -0.356 0.509 6.806 -0.0780
C 0.730 0.060 7.582 -0.0847
H 1.001 -0.971 7.333 0.0966
H 0.389 0.102 8.615 0.0942
H 1.604 0.707 7.463 0.0962
H 1.807 -0.153 5.269 0.1054
H 1.844 0.016 2.833 0.1091
C 1.400 2.766 1.337 -0.0875
C 0.481 3.856 1.847 -0.2596
C 0.959 5.277 1.867 -0.1078
C -0.080 4.854 0.876 -0.1014
H -1.095 5.191 1.018 0.1016
H 0.205 4.775 -0.162 0.0993
H 0.662 5.904 2.693 0.0989
H 1.955 5.484 1.505 0.1003
H -0.163 3.538 2.657 0.1289
H 2.157 3.194 0.678 0.1383
H 1.904 2.278 2.173 0.1239
H 1.260 2.598 -1.238 0.1530
H 2.553 -2.714 -2.778 0.1262
H 3.859 -1.705 -3.454 0.1336


4.
8
Properties=species:S:1:pos:R:3:mulliken_spin:R:1 method="wB97M-V/def2-TZVPD" homo_lumo_gap_ev="5.70 / 6.39" charge=-1 homo_ha="-0.096 / -0.194" spin_multiplicity=3 relative_energy_kcal_mol=3.4 energy_ha=-1458.963310
C -0.690 -0.905 -0.068 0.5498
O 1.384 0.595 0.935 0.0058
O 3.204 -0.946 0.406 0.0049
O 1.825 0.149 -1.340 0.0021
S -2.286 -0.992 -0.017 1.1634
S 0.488 -2.102 0.193 0.1954
S 1.935 -0.347 0.016 0.0055
H -0.296 0.015 -0.637 0.0731


5.
113
Properties=species:S:1:pos:R:3:mulliken_spin:R:1 method="wB97M-V/def2-TZVPD" homo_lumo_gap_ev="5.55 / 5.35" charge=-1 homo_ha="-0.156 / -0.187" spin_multiplicity=5 relative_energy_kcal_mol=0.0 energy_ha=-8138.125913
Ru 0.809 -1.094 -0.109 2.6082
C -6.101 -4.602 0.519 0.0002
C -5.251 -4.849 -0.551 0.0027
C -4.025 -4.202 -0.637 0.0071
C -3.637 -3.291 0.343 0.0317
C -4.495 -3.053 1.414 0.0083
C -5.718 -3.704 1.506 0.0027
C -2.321 -2.581 0.270 0.0439
C -2.230 -1.446 -0.565 0.0773
C -3.253 -1.100 -1.565 0.0042
C -2.784 -0.118 -2.320 0.0100
C -1.480 0.345 -1.757 -0.0108
N -1.222 -0.593 -0.631 -0.0493
C -1.543 1.881 -1.295 -0.0057
C -0.103 1.988 -0.849 0.0527
C 0.920 1.349 -1.755 -0.0132
C 1.864 0.823 -0.718 0.0042
C 1.502 1.460 0.472 0.2093
C 2.217 1.328 1.679 -0.0234
C 2.212 2.380 2.706 0.0105
C 2.323 2.076 4.065 0.0486
C 2.304 3.078 5.024 -0.0187
C 2.159 4.407 4.651 0.0373
C 2.047 4.724 3.303 -0.0214
C 2.078 3.726 2.345 0.0368
C 2.803 0.063 1.885 0.0612
N 2.192 -1.084 1.376 0.0259
C 2.785 -2.156 1.937 0.2603
C 2.133 -3.428 1.991 -0.0579
C 2.843 -4.586 2.604 -0.0335
C 3.201 -4.602 3.950 -0.0052
C 3.839 -5.707 4.496 0.0048
C 4.125 -6.809 3.700 -0.0036
C 3.770 -6.800 2.359 0.0025
C 3.133 -5.694 1.812 -0.0224
C 0.824 -3.585 1.639 0.1527
C -0.036 -4.669 2.079 -0.0443
C -1.289 -4.376 1.704 0.0786
C -1.243 -3.128 0.944 0.0339
N 0.041 -2.676 0.927 0.0354
C 3.894 -1.724 2.721 -0.0256
C 3.875 -0.352 2.721 0.1027
N 0.268 2.164 0.363 -0.0162
C -2.591 2.071 -0.179 0.0105
C -2.379 1.485 1.074 -0.0053
C -3.320 1.585 2.086 0.0024
C -4.501 2.283 1.886 -0.0001
C -4.724 2.877 0.655 0.0001
C -3.783 2.772 -0.360 0.0005
H -7.056 -5.108 0.584 0.0001
H -5.539 -5.554 -1.322 0.0001
H -3.350 -4.401 -1.463 -0.0024
H -4.195 -2.342 2.176 -0.0034
H -6.374 -3.504 2.344 0.0000
H -4.184 -1.631 -1.689 -0.0022
H -3.266 0.352 -3.161 -0.0004
H 1.408 2.038 -2.436 0.0021
H 2.895 0.611 -0.932 0.0197
H 2.397 1.041 4.371 -0.0032
H 2.385 2.815 6.072 -0.0001
H 2.133 5.188 5.400 0.0032
H 1.937 5.757 2.995 -0.0006
H 2.002 3.989 1.297 0.0023
H 2.962 -3.747 4.572 -0.0029
H 4.103 -5.712 5.546 0.0002
H 4.621 -7.673 4.126 -0.0004
H 3.985 -7.657 1.733 -0.0002
H 2.843 -5.681 0.768 -0.0002
H 0.302 -5.523 2.643 -0.0052
H -2.184 -4.948 1.885 -0.0012
H 4.585 -2.370 3.237 -0.0080
H 4.554 0.314 3.229 0.0015
H -1.468 0.947 1.274 0.0280
H -3.115 1.117 3.041 0.0004
H -5.234 2.364 2.679 -0.0001
H -5.640 3.424 0.468 0.0000
H -4.019 3.235 -1.307 -0.0002
C -0.915 5.325 0.191 0.0010
C -0.653 5.123 -1.285 0.0026
C -0.437 6.406 -2.051 0.0002
O -1.826 4.464 -1.838 0.0001
P -1.795 3.120 -2.684 0.0047
S -3.342 2.917 -3.802 0.0003
S 0.013 0.146 -2.794 0.0638
O -0.405 3.190 -3.429 -0.0102
C -0.207 3.073 -4.874 0.0065
C -0.504 4.410 -5.522 0.0006
C 1.219 2.626 -5.095 0.0014
H -0.056 5.811 0.659 0.0001
H -1.083 4.367 0.685 0.0005
H -1.795 5.954 0.335 0.0000
H 0.213 4.469 -1.409 0.0014
H -1.337 7.022 -2.006 0.0000
H -0.204 6.203 -3.095 -0.0001
H 0.390 6.964 -1.609 -0.0001
H -0.903 2.315 -5.235 -0.0004
H 0.286 5.128 -5.295 0.0001
H -1.463 4.811 -5.195 0.0000
H -0.543 4.280 -6.605 -0.0001
H 1.918 3.414 -4.805 0.0002
H 1.362 2.423 -6.158 0.0002
H 1.469 1.711 -4.561 -0.0002
Cl 5.953 -1.193 -2.079 -0.0001
C 4.591 -1.809 -3.083 0.0071
Cl 4.962 -1.601 -4.804 0.0026
C 3.290 -1.111 -2.621 -0.0156
O 2.813 -0.194 -3.290 -0.0065
O 2.876 -1.591 -1.531 0.0430
H 4.519 -2.872 -2.890 -0.0016
Cl 0.851 -5.298 -1.214 0.0484
Ge 0.649 -3.214 -2.061 0.1112
Cl -1.363 -3.450 -3.080 0.0487
Cl 1.838 -3.536 -3.916 0.0529


6.
22
Properties=species:S:1:pos:R:3:lowdin_charge:R:1 method="wB97M-V/def2-TZVPD" homo_lumo_gap_ev=8.03 homo_ha=-0.313 relative_energy_kcal_mol=32.7 energy_ha=-1348.882088
C 2.398 -0.235 -0.262 -0.4687
C 2.185 1.099 0.421 -0.1239
C 2.453 1.330 1.700 0.0248
C 1.054 -0.914 -0.381 -0.5290
C -2.453 0.589 -0.441 -0.6753
C -3.581 -0.004 0.002 -0.0905
C -1.925 -1.338 0.198 -0.5250
H 2.534 -0.491 -2.170 0.0270
H 2.995 -0.877 0.412 0.1543
H 1.776 1.869 -0.222 0.1142
H 2.881 0.562 2.342 0.0638
H 2.266 2.298 2.155 0.0587
H 0.548 -1.059 0.576 0.0681
H -3.434 2.598 -1.020 -0.1277
H -4.618 0.271 0.092 0.1217
H -0.402 -2.389 0.310 0.0464
N -1.379 -0.284 -0.311 -0.0108
O 3.062 -0.057 -1.477 -0.0463
O -3.235 -1.277 0.424 0.1122
O -1.342 -2.483 0.526 0.1182
S 0.374 -1.393 -1.762 0.8847
S -2.157 2.186 -1.110 0.8029